(1)
71
Properties=species:S:1:pos:R:3:mulliken_charge:R:1 method="wB97M-V/def2-TZVPD" spin_multiplicity=1 e_above_lowest_ev=0.560 e_tot_ev=-203708.335 lumo_ev=-1.26
Tl 0.21 -0.57 -0.83 1.22
C 3.06 -1.60 1.22 -1.25
C 1.64 -1.45 1.67 0.04
N 0.75 -2.18 1.07 -0.16
N -0.45 -2.34 1.73 -0.59
C -1.56 -2.25 1.13 0.52
S -1.95 -1.70 -0.50 -0.40
S -3.00 -2.75 2.07 -0.19
C -2.88 -1.57 3.47 -0.52
C -3.77 -0.37 3.32 0.37
C -5.00 -0.32 3.98 -0.49
C -5.84 0.77 3.83 -0.59
C -5.45 1.83 3.02 -0.42
C -4.23 1.79 2.36 -1.20
C -3.39 0.69 2.51 0.18
C 1.28 -0.44 2.67 0.69
C 1.99 -0.30 3.86 -0.65
C 1.69 0.70 4.76 -0.70
C 0.68 1.62 4.43 -0.62
C 0.01 1.54 3.23 -0.57
C 0.28 0.51 2.30 0.98
O -0.35 0.50 1.16 -0.61
H 3.46 -2.54 1.62 0.36
H 3.12 -1.67 0.14 0.07
H 3.68 -0.78 1.58 0.45
H -3.14 -2.14 4.37 0.56
H -1.83 -1.29 3.55 -0.10
H -5.30 -1.15 4.61 0.37
H -6.79 0.80 4.34 0.37
H -6.10 2.69 2.90 0.38
H -3.93 2.61 1.72 0.45
H -2.45 0.66 1.98 0.62
H 2.77 -1.02 4.10 0.42
H 2.21 0.78 5.70 0.38
H 0.43 2.41 5.12 0.39
H -0.75 2.27 2.97 0.45
Se 2.43 5.37 -5.81 0.25
N 2.85 4.99 -4.12 -0.85
C 2.06 4.02 -3.75 1.00
C 2.11 3.41 -2.43 0.53
C 2.98 3.85 -1.43 -0.72
C 2.96 3.22 -0.21 -1.39
C 2.10 2.14 -0.02 -0.13
N 1.28 1.71 -0.97 0.24
C 1.25 2.34 -2.15 -0.32
C 0.24 1.90 -3.13 -0.14
N -0.62 0.95 -2.75 -0.18
C -1.53 0.52 -3.61 -0.26
C -1.65 1.03 -4.90 -0.94
C -0.78 2.02 -5.30 -0.57
C 0.18 2.48 -4.40 0.44
C 1.12 3.54 -4.74 0.95
N 1.16 4.13 -5.90 -0.86
H 3.64 4.68 -1.64 0.54
H 3.60 3.54 0.60 0.50
H 2.07 1.61 0.92 0.50
H -2.20 -0.25 -3.25 0.46
H -2.42 0.66 -5.56 0.45
H -0.84 2.46 -6.29 0.53
Se 2.02 -1.32 -2.50 -0.12
C 1.73 -3.20 -2.32 0.14
C 0.49 -3.78 -2.59 -0.08
C 0.33 -5.15 -2.45 -0.66
C 1.39 -5.95 -2.06 -0.44
C 2.63 -5.37 -1.80 -0.56
C 2.80 -4.00 -1.92 -0.44
H -0.34 -3.16 -2.89 0.44
H -0.64 -5.59 -2.64 0.38
H 1.26 -7.02 -1.95 0.38
H 3.46 -5.99 -1.50 0.37
H 3.75 -3.55 -1.70 0.38

(2)
12
Properties=species:S:1:pos:R:3:mulliken_charge:R:1 method="wB97M-V/def2-TZVPD" spin_multiplicity=1 e_above_lowest_ev=4.359 e_tot_ev=-15750.886 lumo_ev="-9.94 / -9.94" total_charge=+1
C 1.21 -1.13 -0.26 -0.10
C -0.81 -1.07 0.46 -0.01
C -1.34 1.33 -0.19 -0.69
N 0.28 -1.84 0.37 -0.51
N 0.76 0.02 -0.53 -0.57
N -0.53 0.14 -0.09 0.46
I 4.50 0.33 0.54 0.74
H 2.28 -1.58 -0.49 0.39
H -1.78 -1.34 0.83 0.41
H -2.12 1.28 -0.97 0.30
H -1.84 1.59 0.80 0.32
H -0.62 2.26 -0.46 0.26

(3)
102
Properties=species:S:1:pos:R:3:mulliken_charge:R:1 method="wB97M-V/def2-TZVPD" spin_multiplicity=1 e_above_lowest_ev=2.837 e_tot_ev=-48703.919 lumo_ev=-14.14 total_charge=+3
Zr 4.57 0.61 0.69 1.56
C 0.28 0.03 -1.06 -0.72
C 1.07 0.65 0.13 0.59
C 0.39 0.34 1.48 -0.60
O 2.43 0.34 0.13 -0.05
H 0.63 0.62 -1.91 0.12
H -0.78 0.24 -0.99 0.36
H 0.43 -1.05 -1.19 0.12
H 1.02 1.73 0.04 -0.05
H 0.72 1.06 2.23 -0.18
H 0.57 -0.64 1.91 0.32
H -0.69 0.53 1.45 0.08
C 1.30 -2.74 -3.81 -0.39
C 2.61 -3.37 -4.23 -0.56
O 2.82 -3.06 -5.60 -0.51
H 0.52 -3.06 -4.50 0.55
H 1.37 -1.65 -3.86 0.03
H 1.04 -2.95 -2.77 -0.06
H 2.50 -4.45 -4.20 0.37
H 3.49 -3.10 -3.64 0.29
H 2.17 -3.52 -6.14 0.33
C 4.35 2.68 4.05 -1.15
C 3.32 1.70 3.37 0.13
O 4.09 0.67 2.85 -0.42
H 5.11 2.99 3.34 0.30
H 4.92 2.24 4.87 0.45
H 3.83 3.55 4.47 0.35
H 2.69 2.11 2.58 0.14
H 2.57 1.28 4.04 0.26
H 4.56 0.33 3.62 0.30
C -3.59 -1.05 0.43 -0.30
C -4.86 -1.40 -0.37 -0.32
O -4.79 -2.75 -0.71 -0.50
H -3.36 -0.01 0.64 0.39
H -2.78 -1.49 -0.16 -0.40
H -3.59 -1.68 1.32 0.36
H -4.90 -0.89 -1.33 0.12
H -5.80 -1.23 0.17 0.42
H -5.66 -3.04 -1.00 0.29
C 3.85 0.09 -3.28 -0.90
C 4.45 1.26 -2.49 -0.11
O 5.21 0.74 -1.42 -0.58
H 3.31 0.50 -4.14 0.40
H 3.09 -0.44 -2.71 0.00
H 4.60 -0.59 -3.68 0.50
H 3.65 1.92 -2.15 0.25
H 5.14 1.87 -3.08 0.35
H 6.01 0.34 -1.76 0.37
C -1.54 3.04 -2.65 -1.25
C -1.45 3.45 -1.16 0.52
O -2.56 4.17 -0.74 -0.53
H -0.76 2.35 -2.95 0.22
H -1.42 3.94 -3.27 0.47
H -2.50 2.55 -2.83 0.29
H -0.53 4.03 -1.03 0.27
H -1.34 2.52 -0.59 -0.35
H -2.53 5.03 -1.17 0.34
C 2.29 -3.59 3.25 -0.80
C 2.57 -4.24 4.57 -0.43
O 1.54 -5.14 4.77 -0.48
H 3.10 -2.89 3.06 0.24
H 1.30 -3.13 3.30 0.24
H 2.30 -4.35 2.47 0.31
H 2.65 -3.51 5.38 0.31
H 3.49 -4.83 4.51 0.33
H 1.75 -5.60 5.58 0.32
C -2.39 0.84 3.65 -0.71
C -3.13 2.09 3.17 0.28
O -2.95 3.07 4.13 -0.46
H -2.88 0.48 4.56 0.45
H -1.37 1.13 3.91 0.11
H -2.42 0.09 2.86 0.05
H -4.21 1.96 3.07 0.40
H -2.72 2.42 2.22 -0.23
H -2.89 3.93 3.70 0.37
C -0.45 4.23 2.17 -0.14
C -1.02 5.62 2.45 -0.50
O -2.09 5.54 3.36 -0.51
H 0.54 4.34 1.72 0.42
H -1.17 3.75 1.50 -0.50
H -0.32 3.55 3.01 0.34
H -1.33 6.17 1.57 0.28
H -0.22 6.22 2.88 0.38
H -2.26 6.40 3.75 0.30
C -0.09 -4.66 -0.78 -1.50
C -1.16 -3.59 -0.63 0.82
O -2.36 -4.31 -0.72 -0.49
H -0.28 -5.58 -0.22 0.41
H 0.88 -4.25 -0.51 0.33
H -0.03 -5.01 -1.82 0.35
H -1.00 -2.86 -1.42 -0.19
H -1.00 -3.10 0.32 0.20
H -3.11 -3.77 -0.45 0.33
C -2.45 -1.14 -3.96 -0.58
C -3.69 -0.46 -4.67 -0.48
O -3.50 0.91 -4.77 -0.46
H -2.39 -0.84 -2.92 -0.09
H -1.57 -0.81 -4.51 0.29
H -2.50 -2.23 -3.99 0.44
H -4.56 -0.66 -4.05 0.31
H -3.82 -0.88 -5.67 0.35
H -4.29 1.36 -5.05 0.32

(4)
136
Properties=species:S:1:pos:R:3:mulliken_charge:R:1 method="wB97M-V/def2-TZVPD" spin_multiplicity=1 e_tot_ev=-113803.222 lumo_ev=-1.10
Li 16.29 4.06 -2.78 0.75
Li 14.47 3.99 0.76 0.63
Li 10.99 5.84 -0.73 0.65
Li 12.55 8.30 -1.87 1.10
Li 11.72 8.81 -4.68 0.77
Li 16.96 7.37 -2.12 0.72
Li 13.90 5.57 -2.01 0.34
Li 11.40 5.65 -3.83 0.75
S 13.27 6.59 0.66 -0.50
O 13.43 6.91 -0.75 1.17
O 14.41 5.83 1.12 0.99
O 13.16 7.84 1.41 -0.99
O 12.07 5.78 0.86 -0.94
S 9.72 7.91 -2.43 1.45
O 10.25 8.96 -3.34 -0.87
O 10.62 7.74 -1.30 -0.71
O 8.35 8.24 -1.97 -0.91
O 9.62 6.70 -3.22 -1.04
O 15.79 5.98 -3.22 -0.68
C 15.18 6.40 -4.43 -1.07
C 14.01 7.46 -4.47 -0.32
O 12.83 7.26 -3.81 -0.52
H 14.90 5.45 -4.86 0.23
H 15.92 6.66 -5.19 0.43
H 13.78 7.72 -5.50 0.34
H 14.35 8.37 -3.96 0.18
O 11.94 4.74 -2.09 -0.02
C 12.22 3.37 -1.90 -0.97
C 13.72 2.84 -1.94 -1.04
O 14.75 3.57 -1.27 -0.78
H 11.68 2.88 -2.71 0.52
H 11.71 3.05 -0.99 0.34
H 14.08 2.87 -2.97 0.28
H 13.67 1.77 -1.73 0.33
O 14.88 9.66 1.50 1.49
H 14.30 10.40 1.33 -0.21
H 14.31 8.89 1.50 0.05
O 15.59 2.73 4.65 -0.53
H 15.98 2.46 5.48 0.24
H 14.67 2.47 4.72 0.23
O 16.26 7.52 -0.13 0.11
H 15.54 7.03 0.27 -0.44
H 16.86 7.68 0.59 0.01
O 9.35 4.77 0.09 -0.35
H 8.51 4.73 -0.38 0.20
H 9.18 4.31 0.91 0.09
O 16.00 2.82 1.73 -0.43
H 15.77 2.73 2.65 0.20
H 16.95 2.66 1.71 0.26
O 10.44 8.69 1.25 0.22
H 11.39 8.72 1.41 -0.33
H 10.36 8.26 0.39 0.21
O 17.92 3.34 -1.77 -0.54
H 18.37 2.59 -2.16 0.25
H 18.24 3.37 -0.87 0.24
O 9.05 4.19 -3.17 -0.72
H 9.37 5.10 -3.18 0.47
H 9.72 3.71 -2.68 0.33
O 12.48 10.72 -4.36 -0.46
H 12.97 11.42 -4.80 0.26
H 12.88 10.67 -3.49 0.38
O 16.67 9.35 -2.24 -0.49
H 17.08 9.74 -1.47 0.31
H 16.54 10.09 -2.84 0.19
O 13.25 10.11 -1.79 -0.81
H 13.11 10.56 -0.95 0.18
H 14.20 10.08 -1.88 0.16
O 12.72 3.56 1.83 -0.59
H 12.13 3.16 2.47 0.23
H 12.23 4.31 1.49 0.20
O 12.55 8.84 6.30 -0.71
H 13.18 8.71 5.59 0.23
H 12.04 8.03 6.31 0.40
O 17.41 6.97 2.50 -0.51
H 16.93 6.26 2.93 0.14
H 17.56 7.61 3.19 0.25
O 13.99 7.80 3.88 0.13
H 13.63 7.85 3.00 -0.26
H 14.48 6.98 3.90 0.42
O 10.71 6.46 3.36 -0.91
H 10.15 7.15 2.99 0.15
H 11.44 6.40 2.74 0.47
O 16.46 9.06 4.09 -0.94
H 16.48 9.53 3.26 0.23
H 15.61 8.62 4.10 0.40
O 11.46 6.32 6.03 -0.68
H 11.91 5.48 6.06 0.27
H 11.04 6.34 5.17 0.39
O 9.87 3.86 2.96 -0.68
H 10.19 4.75 3.09 0.44
H 8.92 3.93 3.07 0.25
O 7.77 9.47 0.24 -0.74
H 8.01 9.04 -0.58 0.51
H 8.38 9.12 0.89 0.24
O 13.50 11.81 0.40 -0.53
H 14.19 12.31 -0.03 0.22
H 13.06 12.45 0.96 0.20
O 15.38 5.44 3.64 -0.99
H 14.97 5.54 2.78 0.45
H 15.40 4.50 3.80 0.23
C 17.17 11.93 2.27 -1.29
C 17.77 11.41 0.93 1.09
C 19.27 11.73 0.88 -1.65
O 17.55 10.05 0.96 -0.53
H 16.08 11.98 2.20 0.14
H 17.46 12.96 2.50 0.48
H 17.53 11.40 3.14 0.32
H 17.26 11.94 0.12 0.09
H 19.85 11.36 1.73 0.34
H 19.38 12.81 0.80 0.41
H 19.78 11.32 0.00 0.38
H 16.60 9.94 1.04 0.09
C 19.80 4.52 0.86 -1.10
C 19.64 3.44 1.91 0.68
C 18.79 3.99 3.11 -0.71
O 18.80 2.44 1.28 -0.67
H 18.85 4.85 0.44 -0.11
H 20.41 4.15 0.04 0.42
H 20.26 5.39 1.32 0.42
H 20.65 3.07 2.07 0.36
H 17.96 4.56 2.70 -0.26
H 19.37 4.60 3.80 0.46
H 18.30 3.20 3.69 0.27
H 19.41 1.90 0.76 0.31
C 9.73 10.72 4.30 -0.92
C 10.36 11.52 3.22 0.38
C 11.88 11.36 3.27 -0.77
O 9.87 11.14 1.99 -0.53
H 10.24 10.84 5.25 0.44
H 9.93 9.66 4.12 -0.08
H 8.66 10.94 4.36 0.31
H 10.06 12.54 3.46 0.40
H 12.34 12.11 2.62 -0.06
H 12.22 10.35 3.04 -0.07
H 12.33 11.62 4.23 0.51
H 10.06 10.20 1.88 0.21

(5)
24
Properties=species:S:1:pos:R:3:mulliken_charge:R:1 method="wB97M-V/def2-TZVPD" spin_multiplicity=1 e_above_lowest_ev=2.398 smiles="CNC(C)=O.CNC(C)=O" e_tot_ev=-13523.226 lumo_ev=0.82
C -0.81 0.05 -3.27 -0.82
N -0.08 -0.90 -2.39 -0.16
C 0.58 -0.37 -1.37 0.90
C 1.58 -1.36 -0.76 -1.38
O 0.56 0.78 -0.96 -0.60
H -0.09 0.22 -4.14 0.24
H -1.66 -0.59 -3.63 0.30
H -1.09 0.93 -2.72 0.29
H -0.32 -1.78 -2.55 0.20
H 0.94 -2.01 -0.18 0.32
H 1.85 -2.19 -1.39 0.43
H 2.37 -0.78 -0.33 0.31
C -0.19 -1.10 2.62 -0.64
N 0.07 0.36 2.39 -0.18
C -0.86 0.98 1.55 0.89
C -0.42 2.44 1.34 -1.18
O -1.87 0.29 1.24 -0.69
H 0.35 -1.57 1.79 0.00
H 0.36 -1.45 3.55 0.31
H -1.23 -1.32 2.43 0.31
H 0.74 0.88 2.91 0.21
H 0.01 2.94 2.27 0.34
H -1.26 3.03 0.89 0.29
H 0.48 2.54 0.70 0.30

(6)
20
Properties=species:S:1:pos:R:3:mulliken_charge:R:1 method="wB97M-V/def2-TZVPD" spin_multiplicity=1 e_above_lowest_ev=6.871 e_tot_ev=-11878.143 lumo_ev="-8.04 / -6.04" total_charge=+1
C -4.18 -0.59 -0.15 -0.39
C -3.55 0.42 -0.93 -0.16
C -2.17 -0.16 0.55 0.33
C 2.87 0.84 0.36 -0.40
C 3.09 -0.43 -0.50 -0.50
C 1.34 0.92 0.69 -0.53
C 1.68 -0.99 -0.53 -0.28
N -3.20 -0.96 0.77 -0.12
N -2.24 0.57 -0.49 -0.28
N 0.84 -0.27 0.05 0.01
H -5.14 -0.78 0.11 0.40
H -3.76 1.03 -1.83 0.40
H 3.31 0.88 1.34 0.29
H 3.27 1.63 -0.34 0.26
H 3.47 -0.20 -1.43 0.30
H 3.90 -1.23 -0.31 0.31
H 1.16 0.92 1.81 0.34
H 0.90 1.96 0.27 0.28
H -3.00 -1.64 1.58 0.32
H 1.41 -1.90 -1.03 0.44